[1]
C32H25AsN3O5Rb as an isolated structure in a non-equilibrium geometry. Source: the Open Molecules 2025 dataset; level of theory: ωB97M-V/def2-TZVPD.

Last column: Mulliken charge in e.
Element x y z (Å)
Rb 0.35131 0.00245 0.46956  0.91
O -1.39589 -0.12989 -1.45572  -0.47
C -2.24450 -0.81393 -2.10159  -0.33
C -3.22000 -0.19316 -2.95252  -0.41
C -4.13433 -0.90562 -3.69745  -0.46
C -4.16401 -2.30251 -3.65088  -0.62
C -3.26005 -2.93605 -2.81131  -0.48
C -2.31914 -2.25534 -2.03769  0.86
C -1.49160 -3.09439 -1.16831  -0.79
N -0.56833 -2.73301 -0.36788  0.38
N 0.02750 -3.79491 0.30474  -0.65
C 0.58928 -3.43351 1.43960  0.21
O 0.60623 -2.31453 2.01895  -0.86
C 1.31234 -4.58318 2.12214  0.34
C 1.93341 -4.34457 3.34163  -0.39
C 2.61681 -5.35813 4.00462  -0.50
C 2.68722 -6.62898 3.45382  -0.32
C 2.06838 -6.87635 2.23151  -0.54
C 1.38879 -5.86423 1.57413  -0.25
H -3.22193 0.89099 -2.98108  0.41
H -4.84378 -0.36960 -4.32307  0.34
H -4.87850 -2.87216 -4.23301  0.35
H -3.28056 -4.02064 -2.73623  0.25
H -1.71803 -4.16952 -1.20748  0.19
H 1.87089 -3.34184 3.74440  0.38
H 3.10178 -5.15235 4.95265  0.35
H 3.22333 -7.41912 3.96802  0.35
H 2.12123 -7.86563 1.78953  0.34
H 0.90289 -6.03569 0.62317  0.40
O -0.37691 3.03261 0.61664  -0.88
As 0.49035 3.69460 -0.61755  1.62
C 0.47392 2.62840 -2.21788  0.26
C 1.50170 1.72554 -2.47243  -0.41
C 1.39592 0.85615 -3.54894  -0.72
C 0.28050 0.90205 -4.37091  -0.37
C -0.73420 1.81490 -4.12442  -0.54
C -0.64635 2.67043 -3.03949  -0.80
C 2.29646 4.07908 -0.21789  0.17
C 2.68983 4.19117 1.11487  -0.56
C 3.99720 4.46084 1.43870  -0.59
C 4.94675 4.52878 0.43028  -0.35
C 4.53771 4.52889 -0.89975  -0.75
C 3.22037 4.28169 -1.22094  0.21
C -0.31650 5.38723 -1.11027  -0.17
C 0.16820 6.18333 -2.14109  0.03
C -0.44892 7.39184 -2.42835  -0.62
C -1.54975 7.80442 -1.68803  -0.37
C -2.03518 7.00775 -0.66044  -0.56
C -1.41838 5.79724 -0.37092  -0.44
H 2.37883 1.67521 -1.83217  0.71
H 2.17936 0.13148 -3.72879  0.44
H 0.18495 0.20345 -5.19259  0.35
H -1.61593 1.81990 -4.75113  0.36
H -1.46080 3.35020 -2.81615  0.37
H 1.94478 4.06042 1.89252  0.41
H 4.30018 4.51539 2.47435  0.34
H 5.95909 4.81864 0.66364  0.29
H 5.26766 4.63308 -1.69225  0.34
H 2.91985 4.21726 -2.26245  0.31
H 1.02559 5.86311 -2.72162  0.29
H -0.07179 8.01258 -3.23203  0.37
H -2.03056 8.74818 -1.91602  0.36
H -2.89617 7.32599 -0.08560  0.37
H -1.78005 5.15145 0.42152  0.43
O 6.03727 2.37667 0.99774  -0.50
N 5.38770 1.21972 0.86237  0.02
O 4.66703 1.09410 -0.13588  -0.41

**Energy**: -4034.70481 hartree
**LUMO energy**: 0.1387 Eh
**Charge**: -2
**Maximum force**: 0.0618 hartree/bohr
**Relative energy (zero: lowest compared OMol25 entry of this formula, charge and spin)**: 0.0 kJ/mol

[2]
C20H57BBaF3NO24P5 as an isolated structure in a non-equilibrium geometry. Source: the Open Molecules 2025 dataset; level of theory: ωB97M-V/def2-TZVPD.

Last column: Mulliken charge in e.
Element x y z (Å)
Ba -0.42826 1.17090 -0.11465  2.36
B 0.49178 -1.41876 0.12101  2.20
H 0.66193 -2.47249 0.27897  -0.32
H -0.21920 -1.29413 -0.68100  -0.85
H 0.21142 -0.89438 1.02138  -1.06
H 1.41680 -0.97887 -0.21821  -0.64
C 0.30909 -3.91487 -2.16054  -0.21
N -0.40034 -5.09001 -2.83625  0.93
O -1.56602 -4.96366 -3.21253  -0.56
O 0.31220 -6.01587 -3.17827  -0.57
H -0.06052 -3.97330 -1.13678  0.23
H 0.06618 -2.98479 -2.67439  -0.22
H 1.38843 -4.05544 -2.21850  0.36
C -2.26866 -2.04182 -5.10776  -1.05
O -1.84344 -1.36933 -3.88483  0.44
P -2.89878 -0.65454 -2.86187  -0.30
O -2.39723 0.13272 -1.72152  0.10
O -3.94321 0.14310 -3.83524  -0.32
C -3.60713 1.17981 -4.71998  -0.32
O -3.85399 -1.92920 -2.39043  -0.37
C -3.40849 -2.64330 -1.28721  0.16
H -3.33206 -2.00731 -5.34460  0.38
H -2.17816 -3.12710 -5.15344  0.29
H -1.74562 -1.68668 -5.99568  0.36
H -2.55171 1.42699 -4.60550  -0.14
H -4.17219 2.06528 -4.42886  0.34
H -3.79636 1.02330 -5.78195  0.29
H -3.59301 -3.69939 -1.48398  0.38
H -3.98404 -2.27562 -0.43771  -0.30
H -2.32735 -2.53866 -1.19615  -0.33
C -1.19547 -0.33249 4.57664  -0.37
O -0.26424 0.69304 4.98185  -0.32
P -0.23544 1.88229 3.91599  -0.28
O 0.25916 1.63485 2.51368  0.39
O -1.73663 2.43961 3.90394  -0.32
C -2.12517 3.56073 3.06586  -0.66
O 0.58760 3.09993 4.63570  -0.33
C 1.97096 3.02511 4.87445  -0.26
H -1.11939 -0.59468 3.52138  -0.39
H -2.22424 -0.00432 4.72502  0.41
H -1.03644 -1.20892 5.20489  0.39
H -2.91892 3.18827 2.41830  0.16
H -1.30836 3.86667 2.41216  0.28
H -2.36158 4.34163 3.78864  0.26
H 2.17049 2.94482 5.94302  0.27
H 2.43440 3.93506 4.49324  0.32
H 2.39279 2.18967 4.31571  -0.12
C -2.40468 -2.55062 1.90559  -0.39
O -3.49071 -1.73814 2.43634  -0.43
P -3.79870 -0.25759 1.92745  0.19
O -2.66808 0.52092 1.33004  0.49
O -5.03793 -0.48454 0.93170  -0.14
C -6.10432 -1.28235 1.41871  -0.85
O -4.50875 0.41990 3.26351  -0.36
C -5.34851 1.53004 3.06836  -0.84
H -1.65472 -2.88580 2.62205  0.39
H -1.79092 -2.13669 1.10556  -0.16
H -2.82096 -3.46607 1.48517  0.46
H -6.16613 -2.24419 0.90964  0.30
H -7.04887 -0.78804 1.19160  0.31
H -6.26020 -1.42781 2.48766  0.35
H -5.52313 1.72089 2.00950  0.42
H -4.97324 2.45493 3.50636  0.24
H -6.28909 1.31167 3.57405  0.27
C 1.18648 4.13226 -3.85117  -0.78
O 1.69796 2.89895 -4.35033  -0.31
P 0.85701 1.54969 -4.06893  -0.24
O 0.32684 1.46428 -2.65638  0.88
O -0.22546 1.46422 -5.31638  -0.03
C -0.01871 2.06535 -6.60851  -0.88
O 1.97879 0.42816 -4.38713  -0.27
C 1.71166 -0.93041 -3.99624  -0.43
H 0.24868 4.14848 -3.29585  0.28
H 0.98407 4.76865 -4.71264  0.40
H 1.84715 4.69237 -3.18944  0.13
H 0.94716 2.49732 -6.87045  0.33
H -0.75323 2.82815 -6.86679  0.29
H -0.18534 1.25022 -7.31272  0.31
H 2.47701 -1.64916 -4.28905  0.45
H 0.81042 -1.29184 -4.49145  0.22
H 1.50629 -1.02522 -2.92997  0.03
C 3.97145 0.17819 1.30150  -0.27
O 4.42156 1.15097 0.45310  -0.32
P 3.41000 1.61909 -0.70097  -0.13
O 2.06762 2.05889 -0.19663  -0.12
O 3.29868 0.34108 -1.66827  0.52
C 4.45124 -0.28148 -2.26059  -1.07
O 4.29106 2.70979 -1.54385  -0.32
C 4.33038 4.06753 -1.15208  -0.70
H 4.72191 -0.53456 1.64342  0.46
H 3.15148 -0.46737 0.98686  -0.23
H 3.54363 0.71429 2.14864  0.18
H 4.50113 -1.35464 -2.07639  0.33
H 5.41168 0.08473 -1.89790  0.39
H 4.44668 -0.33663 -3.34918  0.35
H 3.98197 4.59325 -2.04109  0.20
H 5.37264 4.36538 -1.03767  0.27
H 3.76098 4.23182 -0.23726  0.34
C 3.01065 -2.81729 3.07734  -1.28
C 2.21659 -1.73190 3.77681  0.34
O 3.02248 -0.77126 4.42786  -0.07
C 3.62892 -1.06576 5.57023  0.25
O 3.55963 -2.12909 6.24761  -0.56
C 4.66364 -0.06274 6.01058  0.95
F 4.73980 1.03075 5.31911  -0.22
F 4.41226 0.15754 7.31159  -0.26
F 5.86467 -0.57646 5.87059  -0.27
H 3.70867 -2.38029 2.36327  0.17
H 2.33881 -3.43920 2.48576  0.32
H 3.47599 -3.58284 3.69823  0.45
H 1.54345 -2.30511 4.41431  0.36
H 1.60077 -1.22864 3.03143  -0.36

**Energy**: -4713.65038 hartree
**LUMO energy**: -0.1735 Eh
**Charge**: +1
**Maximum force**: 0.0984 hartree/bohr
**Relative energy (zero: lowest compared OMol25 entry of this formula, charge and spin)**: 0.0 kJ/mol

[3]
C25H22PPd as an isolated structure. Source: the Open Molecules 2025 dataset; level of theory: ωB97M-V/def2-TZVPD.

Last column: Mulliken charge in e.
Element x y z (Å)
Pd -0.21540 -0.13350 -0.23760  -0.64
C -0.94550 -2.58690 2.82070  -1.65
C -1.28330 -1.28780 2.14420  1.62
C -1.11350 -0.07530 2.81470  -0.69
C -1.43300 1.11870 2.18410  -0.24
C -2.00430 1.11480 0.90970  -0.68
C -2.29380 -0.10380 0.26010  -0.52
C -1.87170 -1.30040 0.87550  -1.03
H -1.71060 -2.82880 3.56380  0.35
H 0.01720 -2.52300 3.32410  0.35
H -0.89990 -3.38900 2.08700  0.37
H -0.68590 -0.07640 3.80920  0.35
H -1.25700 2.06220 2.68910  0.37
H -2.35410 2.04780 0.47510  0.37
H -2.94450 -0.12520 -0.61290  0.47
H -2.09420 -2.25850 0.40960  0.34
C 1.13990 -0.30960 -7.28510  -0.42
C 1.98960 0.46350 -6.50830  -0.63
C 1.85210 0.47130 -5.13400  -0.51
C 0.91130 -0.33690 -4.49530  0.53
C 0.06270 -1.10790 -5.29200  -0.34
C 0.17730 -1.09350 -6.66910  -0.69
P 0.57590 -0.05920 -2.69010  0.36
C -0.09870 -1.72740 -2.26840  0.13
C -1.48180 -1.91340 -2.39890  0.12
C -2.06530 -3.13400 -2.11630  -0.99
C -1.28180 -4.19810 -1.69820  -0.43
C 0.09040 -4.03050 -1.56560  -0.68
C 0.68160 -2.81580 -1.85770  -0.26
C 2.17350 -0.18340 -1.81890  0.14
C 3.44240 -0.40840 -2.32380  -0.21
C 4.50640 -0.46390 -1.43590  -0.60
C 4.27700 -0.30640 -0.07940  -0.51
C 2.99130 -0.13030 0.41280  -0.28
C 1.88330 -0.04300 -0.43600  -0.21
H 1.21740 -0.28730 -8.36430  0.36
H 2.74630 1.07820 -6.98410  0.36
H 2.49030 1.10540 -4.53220  0.49
H -0.68970 -1.73100 -4.82710  0.30
H -0.49770 -1.68450 -7.27430  0.38
H -2.08080 -1.07910 -2.74880  0.47
H -3.13880 -3.25050 -2.21260  0.35
H -1.74080 -5.15120 -1.47640  0.35
H 0.69790 -4.86420 -1.23440  0.37
H 1.75600 -2.70710 -1.78140  0.41
H 3.60520 -0.56690 -3.38470  0.44
H 5.51440 -0.64830 -1.79540  0.35
H 5.11810 -0.34250 0.60670  0.33
H 2.86400 -0.04800 1.48930  0.38

**Energy**: -1435.08564 hartree
**LUMO energy**: 0.1156 Eh
**Charge**: -1
**Maximum force**: 0.0105 hartree/bohr
**Relative energy (zero: lowest compared OMol25 entry of this formula, charge and spin)**: 37.7 kJ/mol

Which of these has the lowest charge?
C32H25AsN3O5Rb